No. 1
DFT (wB97M-V/def2-TZVPD) results for 13 unconnected molecules or ions with the total composition C29H74ClI2N2O15 at a distorted geometry.

XYZ file:
```
123
Properties=species:S:1:pos:R:3:forces:R:3
C 4.101841 -1.657462 2.458508 -0.6 -0.3 -0.2
C 3.133791 -1.621846 1.160020 1.6 0.9 0.4
C 2.363869 -0.257259 1.188284 0.4 0.1 0.8
N 1.493573 -0.011641 -0.013176 -1.5 0.2 1.0
C 0.207922 0.405848 0.459021 -0.8 -0.7 -0.4
C -0.852990 -0.558376 0.846934 -0.6 1.6 0.3
C -0.493497 -2.083088 0.729082 -0.9 0.1 0.5
O -0.292321 -2.492357 -0.643785 1.9 0.2 1.1
O -1.500697 -2.187741 -1.252544 -2.1 0.4 -0.7
C -2.174752 -0.089809 1.352914 2.2 1.6 -1.0
C -3.276480 -1.061041 1.805522 -0.7 -0.5 -0.3
I -3.354316 -1.523698 3.938219 0.7 0.5 -1.0
C -4.198820 -1.663777 0.985386 1.2 1.0 0.3
C -4.222981 -1.363945 -0.550747 -1.0 -1.0 0.8
I -5.663011 -3.030741 1.832773 0.7 0.8 -1.1
C -2.345935 1.406506 1.390938 1.7 -0.4 -0.7
C -3.699034 2.005226 1.891951 0.1 -1.3 0.9
Cl -4.223629 3.496149 0.999948 0.5 -0.7 0.3
C -3.691831 2.259018 3.466461 -0.8 0.9 -0.2
C -3.005680 3.627065 3.886548 -0.4 -0.4 0.4
C -1.238299 2.288618 0.986783 -1.8 -1.9 0.7
N -0.007522 1.786138 0.559203 -2.9 -1.5 0.4
O 0.971676 2.679273 0.242310 0.2 -0.2 1.0
C 1.599584 3.037911 1.528342 1.7 0.4 1.4
C 3.141210 3.346654 1.402288 0.4 0.2 0.2
H 3.837089 -0.813342 3.162173 0.4 -1.0 -0.7
H 5.182980 -1.583987 2.174116 -1.1 0.0 0.1
H 3.967998 -2.631944 3.006153 0.1 1.1 -0.5
H 2.477976 -2.530330 1.143278 0.5 1.0 -0.1
H 3.850384 -1.601867 0.270289 -1.2 -0.3 0.9
H 3.087019 0.608123 1.281912 -0.5 -1.1 -0.2
H 1.695593 -0.178302 2.104559 0.8 -0.4 -0.8
H 1.410736 -0.843672 -0.602541 -0.1 0.2 0.4
H -1.358857 -2.699084 1.109724 0.8 0.8 -0.2
H 0.412257 -2.341785 1.350991 -0.8 0.3 -1.0
H -1.376701 -2.143408 -2.220146 0.7 -0.1 0.5
H -3.752782 -2.243128 -1.075873 -0.3 1.1 0.5
H -3.708890 -0.392456 -0.769288 -0.5 -1.0 0.1
H -5.305950 -1.369394 -0.872752 1.2 0.4 0.2
H -4.501885 1.229270 1.710593 0.9 0.9 0.0
H -3.283716 1.376762 4.037062 -0.2 0.9 -0.9
H -4.783851 2.334503 3.752663 1.2 -0.2 -0.3
H -3.798762 4.397676 4.117295 0.9 -0.8 -0.4
H -2.325591 4.043490 3.093767 -0.5 -0.5 0.9
H -2.439026 3.442343 4.835744 -0.3 0.4 -0.9
H -1.436499 3.393666 1.044010 0.8 -1.3 -0.4
H 1.105737 3.937262 2.004944 0.1 -1.1 -0.7
H 1.508277 2.131590 2.195875 -0.2 1.1 -0.7
H 3.401253 4.415118 1.660499 -0.6 -1.1 -0.4
H 3.704554 2.720048 2.156263 -0.6 0.6 -0.9
H 3.578379 3.131183 0.393099 -0.6 0.1 0.8
C -7.577488 1.331589 0.758634 0.0 -0.3 0.1
O -7.285238 1.102630 2.132546 0.3 0.1 0.1
H -7.801385 2.388042 0.621521 0.0 -0.1 0.1
H -6.712588 1.063728 0.143840 -0.1 0.1 -0.2
H -8.444229 0.737772 0.459184 0.0 0.1 -0.2
H -7.090536 0.164120 2.231078 -0.1 0.0 0.1
C 6.223074 -3.708505 -0.604607 -0.2 0.0 -0.5
O 6.030136 -2.299673 -0.461237 -0.1 0.4 0.1
H 6.220989 -4.165068 0.383415 0.0 0.1 0.0
H 5.410383 -4.132591 -1.201445 0.0 -0.1 0.1
H 7.177705 -3.900235 -1.087123 -0.1 -0.2 0.1
H 6.036730 -1.920381 -1.347405 0.1 0.0 0.1
C -0.500547 4.602121 -2.464420 0.2 -0.1 0.3
O 0.578704 4.987564 -1.619110 0.1 0.1 0.1
H -0.599315 5.333389 -3.263154 0.0 -0.1 0.1
H -0.297567 3.618407 -2.898428 -0.2 0.0 -0.1
H -1.429548 4.571890 -1.887516 -0.2 0.0 -0.2
H 0.644115 4.326318 -0.922352 0.1 0.1 -0.2
C 6.092317 1.186901 -0.126198 0.1 -0.3 0.2
O 6.460378 0.980282 1.229184 -0.1 0.0 0.1
H 5.819568 2.233041 -0.260057 0.1 0.0 0.1
H 6.935766 0.947528 -0.778364 -0.1 0.1 -0.2
H 5.234702 0.554110 -0.375431 0.0 0.1 -0.2
H 6.696756 0.049239 1.320424 0.0 0.1 0.0
C -1.814229 7.917673 -3.874427 -0.3 -0.1 -0.1
O -2.410985 6.738451 -4.396292 0.1 0.0 0.0
H -0.771301 7.708051 -3.638591 -0.1 0.0 0.0
H -1.861199 8.718460 -4.617336 0.1 0.1 0.1
H -2.334656 8.225704 -2.963256 0.1 0.2 0.0
H -3.332316 6.950121 -4.596699 -0.1 -0.3 0.1
C -1.615360 -5.133584 -2.868611 0.1 0.0 0.2
O -0.198081 -5.215651 -2.748383 0.1 0.2 0.1
H -1.989497 -6.070356 -3.279705 0.1 0.1 0.0
H -2.058215 -4.968386 -1.882775 -0.2 0.0 -0.1
H -1.880332 -4.312177 -3.541048 -0.2 -0.1 0.0
H 0.106969 -4.376128 -2.382983 0.0 -0.1 0.0
C 9.192570 -5.578967 0.978005 0.2 0.3 0.0
O 8.946048 -4.552534 0.023392 0.3 0.0 0.1
H 8.633099 -6.466891 0.687487 0.0 0.1 -0.1
H 10.258566 -5.816620 1.001619 -0.1 -0.2 0.1
H 8.863129 -5.252721 1.967928 0.0 -0.2 0.1
H 9.450359 -3.779107 0.300647 -0.1 -0.1 -0.1
C 2.861398 -7.123577 -1.358711 -0.3 0.2 -0.2
O 2.408701 -6.263269 -2.393364 0.1 0.1 0.2
H 3.904090 -7.377282 -1.546053 -0.1 0.0 0.0
H 2.782114 -6.617845 -0.391571 0.1 -0.2 0.1
H 2.264442 -8.039417 -1.348673 0.1 -0.1 0.2
H 1.482922 -6.051248 -2.207678 0.1 -0.2 -0.3
C 1.751478 -3.754081 4.799744 -0.2 0.0 0.1
O 1.248286 -2.859267 3.810517 -0.2 0.2 -0.3
H 2.774633 -4.020913 4.541144 -0.1 0.1 -0.1
H 1.741630 -3.268560 5.777999 0.1 -0.1 0.1
H 1.139182 -4.658060 4.828025 0.1 -0.1 0.1
H 0.343537 -2.640818 4.064102 0.1 0.0 0.0
C -1.338093 6.973636 2.435239 -0.3 -0.2 0.0
O -2.575255 6.850088 1.747644 0.0 0.0 0.0
H -0.965020 7.987354 2.302097 -0.1 -0.1 -0.1
H -1.483721 6.780417 3.501720 0.2 0.1 0.1
H -0.610876 6.265590 2.024176 0.2 0.1 0.1
H -2.886276 5.947773 1.878261 -0.1 0.1 -0.1
C -2.585297 -9.170849 -5.019740 0.0 0.1 -0.3
O -2.812576 -7.768767 -4.924212 0.0 0.1 0.0
H -2.635819 -9.601294 -4.020997 0.0 0.1 0.0
H -3.351718 -9.629106 -5.649235 0.1 -0.2 0.1
H -1.596131 -9.358540 -5.443897 0.0 -0.2 0.0
H -2.763035 -7.411077 -5.817647 0.0 0.0 0.2
C -5.970507 8.319276 -4.576691 -0.2 -0.2 -0.1
O -5.478025 6.991163 -4.420070 0.1 0.0 0.0
H -5.177886 9.018677 -4.314809 0.0 -0.1 0.0
H -6.268858 8.484707 -5.614467 0.0 0.2 0.0
H -6.824709 8.478519 -3.914937 0.0 0.2 0.0
H -6.193799 6.391328 -4.656472 0.2 0.0 0.0
```
Forces are in eV/Å.

## Properties
- total energy (Eh) = -3442.328569
- total charge = +1
- HOMO-LUMO gap (Eh) = 0.25673
- max |F| (hartree/bohr) = 0.0641

No. 2
DFT (wB97M-V/def2-TZVPD) results for a gas-phase ion, C14H7F3N5O10S (charge -1) at a distorted geometry.

XYZ file:
```
40
Properties=species:S:1:pos:R:3:forces:R:3
F -3.343101 3.249677 -3.118439 0.1 -0.4 0.3
C -2.992639 2.979665 -1.864493 0.9 0.8 0.7
F -2.030830 3.873828 -1.495931 -1.0 -0.8 -0.4
F -4.053480 3.141547 -1.063858 0.4 -0.2 -0.3
S -2.300986 1.213459 -1.702454 1.2 -0.2 0.1
C -1.702952 1.073999 0.095605 -2.1 0.3 0.4
C -2.265987 -0.199248 0.740257 -0.2 0.0 0.2
C -2.395635 -0.231499 2.149514 0.5 0.2 -0.5
C -2.600099 -1.424581 2.811875 -0.5 -1.4 0.1
C -2.717185 -2.637325 2.084924 0.7 1.9 -1.4
N -2.505037 -3.903878 2.727923 0.4 -2.4 1.2
O -2.407259 -4.928665 2.008881 -0.4 2.0 1.5
O -2.358200 -3.927257 3.972708 -0.4 0.1 -2.3
C -2.694469 -2.591018 0.672348 -0.3 -0.2 1.0
C -2.504421 -1.384635 0.013750 0.7 0.2 0.3
O -3.453804 0.413695 -2.062839 0.7 0.6 0.6
O -1.083980 1.127146 -2.475892 -0.8 0.3 -0.1
H -1.998372 2.056249 0.566579 -1.0 -1.2 -0.2
H -2.134885 0.660468 2.733141 -0.4 -0.3 -0.3
H -2.684872 -1.502235 3.898081 0.3 0.2 -0.4
H -2.812037 -3.519111 0.118900 0.2 0.2 0.1
H -2.354039 -1.429134 -1.065417 -0.3 0.1 0.4
O 3.432967 1.399258 -3.410382 -1.2 0.7 1.4
N 2.828190 2.258086 -2.746275 -0.2 1.0 -0.3
O 3.018631 3.483745 -2.925027 -0.1 -1.3 0.2
C 1.832795 1.923077 -1.728229 0.1 0.0 -0.3
C 1.140257 2.936928 -1.037757 0.9 -0.8 -1.3
C 0.251512 2.671626 -0.024131 -0.7 -0.3 1.5
N -0.337669 3.723915 0.720058 -0.5 0.5 -0.8
O -0.001508 4.904946 0.538811 -0.2 -1.2 0.3
O -1.304983 3.414030 1.483337 1.2 0.6 -0.1
C -0.218712 1.263931 0.434234 1.3 0.7 -2.0
C 0.682936 0.297446 -0.276603 -0.3 -1.8 2.5
N 0.902415 -0.950387 0.237048 0.9 2.2 -2.0
O 0.444433 -1.605668 1.160515 0.2 0.0 -0.2
O 1.995202 -1.465018 -0.562392 -1.0 -0.5 0.6
N 2.397583 -0.545024 -1.472623 -1.3 2.2 0.4
C 1.616097 0.560749 -1.278539 2.4 -1.8 -0.5
H 1.306204 3.946210 -1.406503 0.0 -0.1 0.5
H -0.108700 1.182697 1.535746 -0.3 -0.2 -0.6
```
Forces are in eV/Å.

## Properties
- total energy (Eh) = -2261.302942
- total charge = -1
- energy above the lowest of the compared OMol25 structures with the same formula, charge and spin (kcal per mole) = 0.0
- HOMO-LUMO gap (Eh) = 0.23082
- max |F| (hartree/bohr) = 0.0604

No. 3
DFT (wB97M-V/def2-TZVPD) results for 11 unconnected molecules or ions with the total composition C44H70O22 at a distorted geometry.

XYZ file:
```
136
Properties=species:S:1:pos:R:3:forces:R:3
C 22.142620 14.613370 -23.243800 -0.4 -0.8 1.1
C 20.670040 14.757810 -22.830330 -0.6 0.3 -1.5
O 20.500870 15.204800 -21.509430 2.7 -0.4 0.3
C 19.478110 15.843740 -21.057210 -2.1 0.5 1.7
C 19.651360 16.328830 -19.639930 1.3 -0.2 0.1
O 18.409420 15.976450 -21.599170 -0.1 0.2 -1.4
H 22.603420 13.669740 -22.951680 -0.2 -0.3 -0.1
H 22.746410 15.336000 -22.694850 -0.1 0.5 -0.6
H 22.174130 14.708480 -24.329190 0.4 0.3 0.1
H 20.292650 15.507210 -23.526080 -0.4 0.3 0.2
H 20.011680 13.900120 -22.968300 0.4 -0.4 -0.1
H 20.698220 16.216870 -19.357720 0.1 0.2 0.0
H 19.131820 15.682370 -18.932640 -0.5 0.1 -0.3
H 19.370350 17.379710 -19.570720 -0.2 -0.2 0.0
C 25.678730 15.799700 -23.975950 0.5 0.5 0.4
C 25.783230 15.475090 -22.526550 -1.2 -0.7 1.1
O 26.013110 14.064860 -22.446000 1.8 -2.3 1.0
C 26.871280 13.430600 -21.546290 -0.7 -0.3 -0.5
C 26.875040 11.895600 -21.578120 -0.5 0.9 -0.7
O 27.579190 13.975770 -20.755240 0.1 1.3 0.2
H 24.825680 15.299160 -24.434060 0.1 0.2 0.0
H 26.622000 15.459890 -24.403580 -0.1 0.2 -0.5
H 25.580430 16.884100 -24.026130 -0.1 -0.1 -0.6
H 26.439890 16.118030 -21.940440 0.6 -0.4 -0.2
H 24.820130 15.486050 -22.016230 -0.3 0.9 -0.2
H 26.506880 11.537100 -22.539390 0.1 -0.2 0.1
H 26.242550 11.523970 -20.771940 -0.1 0.1 -0.1
H 27.897210 11.581230 -21.367350 -0.1 0.0 -0.2
O 19.173830 19.485400 -20.215490 0.2 3.3 -0.8
C 18.939850 20.664930 -20.555620 0.5 -4.1 -0.3
C 17.635360 21.345290 -20.271400 0.8 0.5 0.7
C 17.744360 22.591200 -21.064040 -0.2 1.2 -1.6
C 19.176970 22.644680 -21.674180 -1.1 -0.2 1.0
O 19.759160 21.367900 -21.418490 -0.8 -1.3 1.7
H 16.754910 20.721120 -20.424150 0.4 -0.1 0.0
H 17.628110 21.710660 -19.244490 -0.1 -0.9 0.3
H 17.103380 22.600430 -21.945610 -0.6 0.3 0.4
H 17.578340 23.429360 -20.387270 -0.2 0.3 -0.7
H 19.082910 22.695110 -22.758940 0.6 0.8 0.2
H 19.702010 23.398090 -21.086970 0.6 0.1 -1.0
O 17.474990 12.113810 -20.760030 0.1 1.1 0.7
C 16.856080 13.123380 -20.928390 -1.0 -0.2 -0.9
C 15.888080 13.395380 -22.037700 -1.2 -0.2 -0.4
C 15.048030 14.607760 -21.554350 -1.0 -1.1 -2.1
C 15.806290 15.160590 -20.437380 -0.1 1.1 0.3
O 16.801340 14.212330 -20.137140 1.4 0.3 2.5
H 16.429890 13.496200 -22.978110 -0.1 0.2 0.0
H 15.260180 12.506500 -22.098760 0.1 0.0 -0.4
H 14.859500 15.391870 -22.287650 0.0 -0.3 -0.3
H 14.072810 14.296080 -21.180310 0.0 -0.3 -0.3
H 16.168200 16.148990 -20.720550 1.0 -0.3 0.3
H 15.066190 15.347280 -19.659240 0.7 -0.4 0.9
O 17.115450 17.460320 -26.354150 -0.9 0.9 0.7
C 16.532260 17.914900 -25.386280 1.6 -0.9 -0.8
C 16.399780 17.224980 -24.054430 0.1 0.8 -1.3
C 16.220830 18.443010 -23.163650 -1.0 -0.3 1.7
C 15.502680 19.537710 -24.003480 0.6 -2.2 -0.5
O 15.997940 19.143460 -25.350470 -0.5 1.5 0.1
H 15.523510 16.600390 -24.228050 -0.4 0.0 0.7
H 17.240770 16.550570 -23.893170 0.0 0.3 0.3
H 15.681000 18.099490 -22.281220 -0.4 0.5 0.2
H 17.146890 18.842900 -22.750620 0.3 -0.2 -0.4
H 14.413990 19.488840 -24.025130 0.0 -0.4 0.0
H 15.739770 20.557500 -23.700300 0.6 -0.1 -0.6
O 15.536750 20.663540 -18.097860 1.3 -1.5 2.4
C 16.023860 19.815710 -17.341480 -0.6 0.6 -2.7
C 15.439810 18.441160 -17.053670 -0.7 0.9 1.1
C 16.538650 17.708010 -16.334250 1.0 -0.6 -0.8
C 17.812680 18.559810 -16.612640 -0.5 -1.0 -0.4
O 17.289000 19.878890 -16.831390 -0.2 0.8 0.1
H 14.567450 18.567700 -16.412500 -0.1 0.2 -0.1
H 15.084550 17.898390 -17.929620 0.2 0.5 -0.2
H 16.472090 17.586320 -15.253110 -0.5 0.0 -0.2
H 16.499960 16.753490 -16.859130 0.9 -0.4 0.7
H 18.545020 18.436270 -15.814830 -0.3 0.9 0.4
H 18.393240 18.312140 -17.501290 -0.4 -0.3 -0.4
O 27.067380 12.111610 -28.137650 -1.0 0.0 1.1
C 26.103420 12.208290 -27.382190 5.4 -5.2 -1.0
C 25.541860 11.249060 -26.397330 2.8 0.3 0.5
C 24.710450 12.219960 -25.566660 0.5 -3.3 2.9
C 24.270250 13.201570 -26.514480 -2.9 -0.1 -0.2
O 25.281500 13.086000 -27.452610 -4.3 9.5 -3.4
H 25.201730 10.541230 -27.153230 -0.9 -0.8 1.0
H 26.429330 10.956820 -25.836010 -0.4 -1.1 0.0
H 24.053950 11.605000 -24.951080 -0.8 0.7 -0.1
H 25.378610 12.696710 -24.849470 0.3 -0.1 0.1
H 23.304520 12.959650 -26.958270 0.0 -0.5 -0.6
H 24.003310 14.164290 -26.078570 1.3 0.5 -0.4
O 23.721520 22.391810 -18.693720 -2.2 -4.8 0.7
C 23.090270 21.310690 -18.420320 1.9 5.7 -1.0
C 23.193110 19.939640 -18.986890 -0.2 0.2 0.5
C 22.282330 19.127970 -18.048200 -0.2 -0.5 -1.9
C 21.510220 20.135650 -17.198650 1.2 -0.2 -0.1
O 22.144770 21.385160 -17.484750 0.0 0.3 1.0
H 22.789160 19.872940 -19.997070 0.5 0.4 -0.1
H 24.256310 19.710730 -18.914000 -0.1 -0.4 -0.4
H 21.544170 18.658780 -18.698650 0.2 -0.7 0.2
H 22.954390 18.408700 -17.580120 -0.8 -0.1 0.7
H 20.467900 20.336730 -17.446090 -0.1 -0.8 0.1
H 21.672610 19.782320 -16.180370 -0.4 0.9 0.4
O 18.606910 10.886940 -22.933470 -0.4 0.0 1.0
C 19.283990 11.030080 -23.898370 -0.2 -0.5 1.6
C 20.747850 10.891010 -24.005150 0.6 -0.8 -0.4
C 20.996890 11.497260 -25.375710 1.7 0.2 -0.1
C 19.734100 11.253870 -26.119320 -1.7 0.7 -0.1
O 18.749450 11.205320 -25.072680 -1.3 0.1 -2.3
H 21.288170 11.283870 -23.143860 0.0 0.1 -0.2
H 20.844200 9.805460 -24.025040 0.5 -0.2 0.1
H 21.232490 12.536550 -25.146680 -0.1 0.3 -0.7
H 21.778200 11.048160 -25.988870 0.5 0.2 0.5
H 19.339370 12.013590 -26.793940 0.6 0.4 0.0
H 19.715570 10.351130 -26.729920 0.1 -0.4 0.5
O 23.409100 18.005060 -23.969840 -4.3 0.7 -1.6
C 22.209880 18.216290 -24.350690 4.5 -0.7 2.7
C 21.207730 19.027160 -23.611360 -1.7 0.8 -0.5
C 20.012540 18.998070 -24.559060 -1.9 0.1 -0.7
C 20.301410 18.036110 -25.749830 1.4 1.0 1.9
O 21.683330 17.643040 -25.398100 0.0 -1.0 -1.9
H 20.820540 18.615960 -22.679100 0.9 -0.3 0.2
H 21.466550 20.067280 -23.413250 0.6 -0.3 0.0
H 19.104450 18.694180 -24.038380 0.0 -0.1 0.1
H 19.761480 19.961320 -25.003150 0.2 0.2 0.2
H 19.706560 17.126990 -25.837880 0.0 0.3 0.0
H 20.312820 18.652540 -26.648710 0.2 -0.7 -0.2
O 23.008640 12.793180 -19.263240 2.5 3.7 1.2
C 23.748200 13.805180 -19.042530 -5.1 -3.9 -3.8
C 23.394950 15.262770 -19.366360 -1.1 -0.6 1.1
C 24.689800 15.965990 -19.190980 -0.7 1.4 -2.0
C 25.504370 14.970230 -18.504100 2.1 1.4 2.3
O 24.989220 13.683260 -18.731750 1.9 -0.3 0.6
H 22.930390 15.491780 -20.325440 -0.2 -0.8 0.1
H 22.693480 15.519340 -18.572510 -0.3 0.3 0.0
H 25.069280 16.164690 -20.193290 0.2 0.4 0.3
H 24.540470 16.899280 -18.648060 0.5 0.0 0.0
H 26.559800 15.101250 -18.742880 -0.1 -0.8 0.0
H 25.362190 15.238750 -17.457310 0.4 -0.7 0.5
```
Forces are in eV/Å.

## Properties
- total energy (Eh) = -3373.751802
- total charge = 0
- energy above the lowest of the compared OMol25 structures with the same formula, charge and spin (kcal per mole) = 26.0
- HOMO-LUMO gap (Eh) = 0.36011
- max |F| (hartree/bohr) = 0.2136

no.,HOMO level (eV)
1,-11.29
2,-5.26
3,-9.76